{
  "formula": "C20H25N2OTi",
  "method": "ωB97M-V with the def2-TZVPD basis set",
  "e_lumo_ev": -4.33,
  "homo_ev": -12.125,
  "gap_ev": 7.797,
  "multiplicity": 1,
  "total_charge": 1,
  "elements": ["C", "C", "C", "C", "H", "H", "H", "H", "H", "H", "H", "H", "H", "C", "C", "C", "H", "C", "C", "H", "H", "H", "H", "C", "C", "C", "H", "C", "C", "H", "H", "H", "H", "Ti", "N", "C", "O", "C", "C", "C", "C", "N", "C", "H", "H", "H", "H", "H", "H"],
  "coordinates": [[-0.3678, 0.3240, -3.3709], [0.1240, 1.7837, -3.6968], [0.3161, -0.4864, -4.5831], [-1.8272, 0.4023, -3.9960], [-0.0241, -0.1604, -5.6067], [0.0811, -1.5491, -4.5189], [1.4121, -0.4232, -4.6072], [-0.3001, 2.2212, -4.6585], [1.2270, 1.8519, -3.7870], [-0.1937, 2.4317, -2.8710], [-1.8619, 0.8103, -5.0549], [-2.4493, 1.0541, -3.3840], [-2.3173, -0.5774, -4.0566], [2.0148, -0.3810, 0.7305], [1.9405, -1.1753, -0.4584], [1.9500, -0.2999, -1.6384], [2.1475, -2.2524, -0.4174], [1.8855, 1.0764, -1.0997], [1.9775, 0.9768, 0.3209], [2.0952, 1.8525, 0.9615], [2.2601, -0.7797, 1.7332], [2.1868, -0.5492, -2.6779], [1.8903, 2.0318, -1.6766], [-2.2499, -1.5796, 0.0668], [-1.1047, -2.2389, 0.5909], [-0.2370, -2.5024, -0.5220], [-0.9496, -2.6544, 1.6197], [-0.9012, -2.0972, -1.7724], [-2.1318, -1.3942, -1.3446], [-2.8952, -0.9061, -2.0000], [-3.1740, -1.3235, 0.6011], [0.6205, -3.1856, -0.4014], [-0.7129, -2.4095, -2.8146], [-0.1350, -0.2064, -1.0776], [1.4646, 1.7167, 6.3481], [1.5129, 1.6412, 4.9850], [2.4718, 2.0818, 4.3569], [0.3517, 1.0403, 4.2485], [-0.7461, 0.4748, 4.9059], [-1.7815, -0.0715, 4.1362], [-1.7020, 0.0018, 2.7310], [-0.6569, 0.5519, 2.0581], [0.3396, 0.9817, 2.8519], [2.2783, 2.1147, 6.7873], [0.8121, 1.2308, 6.9605], [-0.7838, 0.4548, 6.0016], [-2.6304, -0.6165, 4.5595], [-2.4910, -0.5107, 2.1513], [1.2642, 1.2233, 2.3864]]
}